1.
ORCA calculation (ωB97M-V/def2-TZVPD) on 14 unconnected molecules or ions with the total composition C6H41N2O13 in a non-equilibrium geometry.

Structure (XYZ):
```
62
Properties=species:S:1:pos:R:3:mulliken_spin:R:1
C -0.87 -1.98 -1.96 0.01
C -0.52 -0.65 -2.70 0.06
C 0.06 0.40 -1.81 0.12
C -0.77 0.94 -0.84 0.27
N -0.43 1.80 0.13 0.40
C -1.48 2.80 0.54 -0.01
C -1.49 3.97 -0.51 0.04
N -0.34 -2.05 -0.50 0.02
H -0.48 -2.92 -2.39 0.00
H -1.94 -2.01 -2.17 -0.01
H 0.26 -0.85 -3.48 0.00
H -1.35 -0.21 -3.22 0.01
H 1.05 0.78 -2.03 0.07
H -1.74 0.47 -0.70 0.01
H 0.45 2.26 0.20 -0.03
H -1.04 3.28 1.41 0.00
H -2.45 2.39 0.82 0.00
H -1.07 3.64 -1.48 0.00
H -2.48 4.39 -0.36 0.00
H -0.79 4.80 -0.35 0.00
H 0.10 -1.14 -0.43 0.00
H 0.31 -2.82 -0.36 0.00
H -1.16 -2.32 0.07 0.00
H -3.03 -1.50 1.23 0.00
H -3.08 -0.05 0.62 0.00
O -2.69 -0.95 0.51 0.00
H 0.88 2.38 2.26 0.00
H 2.28 2.78 1.32 0.00
O 1.76 2.23 1.93 0.00
H -4.83 1.78 0.70 0.00
H -5.29 0.52 -0.01 0.00
O -4.49 1.00 0.25 0.00
H 2.26 -2.18 -1.39 0.00
H 2.99 -1.22 -0.55 0.00
O 2.31 -1.92 -0.46 0.00
H 3.84 0.12 -3.04 0.00
H 3.20 0.77 -1.90 0.00
O 3.16 -0.08 -2.38 0.00
H -0.32 0.02 1.33 0.00
H 1.12 0.44 1.61 0.00
O 0.55 -0.35 1.51 0.01
H -1.63 -4.12 1.55 0.00
H -3.08 -3.99 0.87 0.00
O -2.19 -3.63 0.95 0.00
H 4.01 -1.94 2.79 0.00
H 2.88 -1.58 1.79 0.00
O 3.12 -1.57 2.72 0.00
H 2.91 0.74 1.21 0.00
H 4.44 0.44 0.96 0.00
O 3.60 0.63 0.53 0.00
H 0.81 -3.32 2.36 0.00
H 0.55 -4.64 1.67 0.00
O 0.56 -3.69 1.45 0.00
H 2.67 3.97 -0.89 0.00
H 1.25 4.26 -0.92 0.00
O 1.83 3.49 -0.76 0.00
H 2.30 -2.99 3.62 0.00
H 0.89 -2.41 4.14 0.00
O 1.37 -3.18 3.82 0.00
H -3.63 1.90 -3.04 0.00
H -2.21 1.49 -2.80 0.01
O -2.92 1.38 -3.44 0.00
```

Summary:
- total charge = +2
- M (g/mol) = 349.395
- F_max (eV Å⁻¹) = 3.9
- frontier orbital gap (spin up / spin down) (eV) = 9.96 / 6.46
- multiplicity = 2
- <S²> = 0.77
- electronic energy (eV) = -36468.420
- energy above the lowest of the compared OMol25 structures with the same formula, charge and spin (kcal/mol) = 24.4

2.
ORCA calculation (ωB97M-V/def2-TZVPD) on C4H5NOS in the gas phase in a non-equilibrium geometry.

Structure (XYZ):
```
12
Properties=species:S:1:pos:R:3:lowdin_charge:R:1
C 0.47 1.17 -0.55 -0.12
C -0.59 0.35 -0.87 -0.18
C 1.56 0.62 0.12 -0.19
C -0.64 -1.03 -0.66 -0.29
N 1.74 -0.71 0.41 -0.31
O -0.30 -1.90 2.06 -0.39
S 0.58 -1.77 0.37 1.04
H 0.24 2.19 -0.82 0.10
H -1.29 0.77 -1.56 0.10
H 2.51 1.18 0.33 0.12
H -1.50 -1.71 -0.99 0.10
H -0.66 -0.97 2.17 0.02
```

Summary:
- total charge = 0
- M (g/mol) = 115.157
- F_max (eV Å⁻¹) = 2.9
- frontier orbital gap (eV) = 8.83
- electronic energy (eV) = -18599.028
- energy above the lowest of the compared OMol25 structures with the same formula, charge and spin (kcal/mol) = 66.7

3.
ORCA calculation (ωB97M-V/def2-TZVPD) on C6H12 in the gas phase in a non-equilibrium geometry.

Structure (XYZ):
```
18
Properties=species:S:1:pos:R:3:lowdin_charge:R:1
C 1.60 -0.46 0.96 -0.12
C 1.17 -0.57 -0.47 -0.19
C -0.48 1.66 -0.22 -0.11
C -1.38 0.56 0.37 -0.29
C -1.34 -0.65 -0.48 -0.09
C -0.02 -1.21 -0.96 -0.27
H 0.76 -0.47 1.68 0.07
H 2.18 0.46 1.12 0.07
H 2.27 -1.29 1.23 0.08
H 1.84 -0.11 -1.19 0.10
H -1.03 2.61 -0.26 0.07
H 0.44 1.84 0.35 0.06
H -1.11 0.36 1.44 0.10
H -2.42 0.90 0.43 0.10
H -2.15 -1.37 -0.35 0.09
H -0.23 1.40 -1.25 0.08
H -0.12 -2.16 -0.38 0.13
H 0.01 -1.49 -2.02 0.11
```

Summary:
- total charge = 0
- M (g/mol) = 84.162
- F_max (eV Å⁻¹) = 2.1
- frontier orbital gap (spin up / spin down) (eV) = 7.97 / 8.29
- electronic energy (eV) = -6412.779
- energy above the lowest of the compared OMol25 structures with the same formula, charge and spin (kcal/mol) = 96.0

4.
ORCA calculation (ωB97M-V/def2-TZVPD) on a molecular structure, C3H7ClO2 in a non-equilibrium geometry.

Structure (XYZ):
```
13
Properties=species:S:1:pos:R:3:lowdin_charge:R:1
C 0.65 1.15 0.49 -0.01
C 0.66 -1.29 -0.11 -0.01
C 0.00 0.01 -0.27 -0.50
O -0.51 0.32 -1.50 0.01
O -1.44 -0.17 0.84 -0.72
Cl -2.85 -0.03 0.11 0.66
H 0.18 2.05 0.17 0.08
H 1.76 0.98 0.36 0.11
H 0.58 1.18 1.54 0.07
H 0.48 -1.57 0.86 0.07
H 1.71 -1.46 -0.28 0.10
H 0.18 -1.82 -0.90 0.09
H -1.39 0.66 -1.31 0.02
```

Summary:
- total charge = 0
- M (g/mol) = 110.540
- F_max (eV Å⁻¹) = 3.2
- frontier orbital gap (eV) = 10.22
- electronic energy (eV) = -19838.765
- energy above the lowest of the compared OMol25 structures with the same formula, charge and spin (kcal/mol) = 81.6

5.
ORCA calculation (ωB97M-V/def2-TZVPD) on a molecular structure, C44H38CsN6O3SSbSe8 in a non-equilibrium geometry.

Structure (XYZ):
```
102
Properties=species:S:1:pos:R:3:lowdin_charge:R:1
Cs 0.67 -2.45 -0.53 0.61
Se 3.92 0.98 -3.45 0.63
Se 2.48 2.67 -3.93 0.63
C 1.61 2.84 -2.22 -0.67
C 0.99 4.03 -1.85 -0.11
C 0.46 4.12 -0.57 -0.07
C 0.50 3.01 0.25 -0.08
C 1.06 1.84 -0.25 -0.16
N 1.65 1.77 -1.44 0.05
C 2.93 -0.53 -4.16 -0.65
C 3.49 -1.80 -4.13 -0.11
C 2.81 -2.81 -4.80 -0.06
C 1.61 -2.52 -5.42 -0.07
C 1.12 -1.23 -5.33 -0.16
N 1.78 -0.24 -4.73 -0.01
H 0.95 4.86 -2.54 0.10
H 0.01 5.05 -0.24 0.11
H 0.09 3.03 1.25 0.11
H 1.02 0.93 0.33 0.06
H 4.42 -1.98 -3.61 0.10
H 3.22 -3.82 -4.83 0.09
H 1.07 -3.29 -5.94 0.10
H 0.17 -0.96 -5.79 0.10
O -3.23 5.21 2.66 -0.06
C -3.50 3.98 3.31 -0.21
C -2.92 2.84 2.51 -0.20
C -2.47 1.69 3.14 -0.01
C -1.94 0.68 2.35 -0.13
N -1.84 0.75 1.03 0.16
C -2.28 1.86 0.42 -0.23
C -2.84 2.92 1.13 0.03
C -2.10 1.90 -1.05 -0.22
C -2.64 2.90 -1.85 0.03
C -2.35 2.93 -3.21 -0.20
C -2.86 4.03 -4.10 -0.21
O -4.17 4.46 -3.77 -0.07
C -1.55 1.92 -3.72 0.00
C -1.10 0.92 -2.86 -0.10
N -1.35 0.92 -1.56 0.15
H -3.62 5.93 3.17 0.08
H -4.58 3.83 3.42 0.13
H -3.05 3.98 4.31 0.12
H -2.52 1.59 4.22 0.11
H -1.59 -0.24 2.80 0.09
H -3.19 3.82 0.64 0.11
H -3.27 3.67 -1.43 0.11
H -2.82 3.70 -5.15 0.12
H -2.23 4.91 -4.00 0.13
H -4.74 3.69 -3.73 0.09
H -1.28 1.89 -4.77 0.11
H -0.49 0.10 -3.23 0.10
Se -4.46 -3.67 2.64 0.64
Se -5.13 -1.50 2.56 0.58
C -5.02 -1.35 0.64 -0.68
C -5.69 -0.36 -0.07 -0.12
C -5.56 -0.37 -1.45 -0.09
C -4.76 -1.33 -2.05 -0.06
C -4.12 -2.26 -1.25 -0.10
N -4.26 -2.27 0.07 0.01
C -2.53 -3.65 2.63 -0.65
C -1.87 -4.62 1.90 -0.09
C -0.50 -4.74 2.07 -0.07
C 0.15 -3.87 2.93 -0.08
C -0.60 -2.87 3.54 -0.17
N -1.92 -2.76 3.41 0.03
H -6.29 0.37 0.45 0.09
H -6.06 0.38 -2.04 0.10
H -4.62 -1.36 -3.12 0.10
H -3.48 -3.03 -1.67 0.07
H -2.41 -5.29 1.25 0.11
H 0.04 -5.53 1.55 0.07
H 1.20 -3.97 3.14 0.10
H -0.12 -2.14 4.19 0.10
Se -0.11 -7.51 -0.89 -0.36
Sb 0.92 -5.83 -2.38 -0.43
Se 2.84 -4.71 -1.18 -0.44
Se -0.75 -3.96 -2.81 -0.44
Se 1.70 -6.74 -4.54 -0.38
O 1.49 -1.58 1.55 -0.90
S 1.91 -0.39 2.30 0.97
C 3.01 -0.94 3.62 -0.36
C 3.13 -0.10 4.72 -0.10
C 4.04 -0.41 5.72 -0.09
C 4.81 -1.55 5.63 -0.09
C 4.67 -2.40 4.53 -0.06
C 3.77 -2.10 3.53 -0.05
C 3.32 0.32 1.42 -0.38
C 4.09 -0.45 0.56 -0.04
C 5.16 0.14 -0.09 -0.08
C 5.43 1.49 0.09 -0.09
C 4.65 2.25 0.95 -0.08
C 3.60 1.66 1.63 -0.10
H 2.50 0.77 4.79 0.10
H 4.14 0.25 6.58 0.10
H 5.53 -1.79 6.40 0.10
H 5.28 -3.29 4.47 0.11
H 3.64 -2.75 2.68 0.12
H 3.87 -1.51 0.42 0.11
H 5.77 -0.45 -0.76 0.11
H 6.26 1.95 -0.43 0.10
H 4.86 3.30 1.09 0.10
H 2.99 2.23 2.31 0.11
```

Summary:
- total charge = -2
- M (g/mol) = 1617.239
- F_max (eV Å⁻¹) = 2.3
- frontier orbital gap (eV) = 3.48
- electronic energy (eV) = -602021.040
- energy above the lowest of the compared OMol25 structures with the same formula, charge and spin (kcal/mol) = 63.6

6.
ORCA calculation (ωB97M-V/def2-TZVPD) on 19 unconnected molecules or ions with the total composition C32H22Cl72N2O2Si2 in a non-equilibrium geometry.

Structure (XYZ):
```
132
Properties=species:S:1:pos:R:3:lowdin_charge:R:1
C 1.05 -5.32 0.97 -0.22
Si -0.59 -4.31 1.23 0.56
C -1.72 -5.51 2.23 -0.20
C -0.35 -2.78 2.34 -0.20
C -1.42 -3.98 -0.46 -0.23
C -2.55 -4.87 -0.80 -0.03
C -3.31 -4.72 -2.07 -0.22
N -4.40 -5.56 -2.43 0.10
C -2.90 -3.65 -2.94 0.00
C -1.76 -2.73 -2.59 -0.06
C -0.97 -2.87 -1.39 -0.17
Si 0.48 -1.69 -1.08 0.58
C 0.00 -0.31 0.18 -0.20
C 2.11 -2.57 -0.53 -0.18
C 1.04 -0.71 -2.66 -0.19
C -1.76 -1.76 -3.79 -0.43
O -1.59 -0.59 -3.95 0.11
N -2.16 -2.65 -4.88 0.10
C -3.41 -3.18 -4.33 -0.37
O -4.49 -3.18 -4.85 0.12
H 0.74 -6.40 1.01 0.03
H 1.50 -5.17 -0.03 -0.04
H 1.76 -5.18 1.83 0.04
H -2.78 -5.16 2.13 0.04
H -1.38 -5.63 3.29 -0.01
H -1.68 -6.51 1.70 0.04
H -1.06 -1.97 2.04 0.04
H 0.72 -2.47 2.35 -0.01
H -0.61 -3.05 3.40 -0.02
H -2.87 -5.70 -0.14 0.09
H -4.23 -6.54 -2.16 0.10
H -4.59 -5.53 -3.43 0.09
H 0.49 -0.45 1.18 -0.02
H 0.39 0.67 -0.22 0.00
H -1.11 -0.19 0.25 0.05
H 2.92 -1.79 -0.66 0.03
H 2.37 -3.44 -1.17 0.04
H 2.07 -2.80 0.57 -0.02
H 2.16 -0.57 -2.65 -0.02
H 0.56 0.30 -2.67 0.05
H 0.83 -1.29 -3.60 -0.02
H -2.31 -2.07 -5.71 0.13
C 1.04 -3.62 -7.18 -2.00
Cl 0.77 -3.15 -5.50 0.58
Cl 2.30 -4.87 -7.25 0.51
Cl -0.46 -4.26 -7.87 0.53
Cl 1.57 -2.21 -8.10 0.47
C 0.09 1.53 -8.38 -2.02
Cl -1.20 1.70 -9.58 0.50
Cl 0.32 3.07 -7.53 0.52
Cl -0.37 0.27 -7.21 0.51
Cl 1.60 1.06 -9.19 0.51
C 3.98 -0.92 3.43 -2.00
Cl 4.47 -0.89 5.13 0.51
Cl 4.03 -2.59 2.84 0.54
Cl 2.34 -0.28 3.28 0.54
Cl 5.09 0.08 2.47 0.50
C 3.24 2.94 0.50 -1.97
Cl 3.75 2.97 2.20 0.46
Cl 3.28 1.28 -0.10 0.51
Cl 1.59 3.58 0.38 0.55
Cl 4.33 3.94 -0.47 0.48
C 3.89 -4.16 -11.28 -2.04
Cl 2.57 -5.33 -11.12 0.51
Cl 3.24 -2.52 -11.12 0.50
Cl 5.09 -4.44 -10.00 0.51
Cl 4.66 -4.34 -12.86 0.52
C 4.70 2.22 -4.44 -2.01
Cl 3.40 2.36 -5.64 0.51
Cl 4.93 3.78 -3.63 0.50
Cl 4.28 0.98 -3.25 0.52
Cl 6.20 1.76 -5.26 0.53
C 3.42 -3.25 8.24 -2.02
Cl 2.20 -2.07 8.74 0.47
Cl 3.08 -3.78 6.59 0.50
Cl 5.03 -2.50 8.30 0.52
Cl 3.39 -4.65 9.33 0.53
C -1.70 -3.34 6.75 -2.01
Cl -1.66 -4.94 5.99 0.55
Cl -3.34 -2.67 6.63 0.53
Cl -1.25 -3.48 8.46 0.51
Cl -0.57 -2.26 5.91 0.52
C 6.99 6.70 1.64 -2.02
Cl 5.69 5.51 1.81 0.46
Cl 6.32 8.33 1.80 0.53
Cl 8.21 6.44 2.91 0.50
Cl 7.75 6.53 0.05 0.53
C -0.13 1.01 10.06 -1.98
Cl 0.85 2.43 9.64 0.54
Cl 0.55 0.23 11.51 0.49
Cl -1.80 1.51 10.37 0.49
Cl -0.10 -0.15 8.71 0.44
C -2.05 2.61 14.46 -2.01
Cl -3.69 2.28 13.87 0.52
Cl -1.89 2.00 16.11 0.53
Cl -0.88 1.79 13.41 0.46
Cl -1.76 4.35 14.44 0.50
C -4.71 4.00 -9.52 -2.00
Cl -3.68 4.05 -8.08 0.53
Cl -6.39 3.75 -9.03 0.50
Cl -4.57 5.54 -10.39 0.47
Cl -4.20 2.68 -10.58 0.51
C 1.43 -7.69 -2.53 -2.02
Cl 0.29 -6.41 -2.07 0.58
Cl 1.88 -7.50 -4.23 0.52
Cl 2.88 -7.58 -1.52 0.53
Cl 0.66 -9.27 -2.29 0.52
C -3.26 3.24 6.87 -2.03
Cl -2.24 1.81 7.09 0.48
Cl -2.88 4.01 5.32 0.52
Cl -4.96 2.75 6.89 0.52
Cl -2.96 4.39 8.19 0.51
C 4.95 5.08 6.17 -2.03
Cl 5.46 5.08 7.87 0.52
Cl 5.00 3.42 5.54 0.50
Cl 3.29 5.70 6.05 0.52
Cl 6.04 6.10 5.22 0.49
C -9.87 3.85 -11.37 -2.03
Cl -11.08 5.03 -10.82 0.52
Cl -10.25 3.35 -13.03 0.52
Cl -8.26 4.59 -11.33 0.48
Cl -9.90 2.43 -10.30 0.52
C -3.74 8.07 14.81 -2.05
Cl -4.84 9.35 15.34 0.52
Cl -3.35 8.29 13.10 0.51
Cl -2.25 8.14 15.77 0.51
Cl -4.51 6.49 15.04 0.50
C -1.30 8.52 -11.33 -2.03
Cl -2.63 7.34 -11.17 0.46
Cl -1.95 10.16 -11.17 0.52
Cl -0.10 8.22 -10.07 0.52
Cl -0.55 8.34 -12.93 0.52
```

Summary:
- total charge = 0
- M (g/mol) = 3075.328
- F_max (eV Å⁻¹) = 2.9
- frontier orbital gap (eV) = 8.51
- electronic energy (eV) = -957980.595
- energy above the lowest of the compared OMol25 structures with the same formula, charge and spin (kcal/mol) = 52.5